No. 1
# C5H12N2O

A 2-piece molecular cluster, C5H12N2O overall (the ωB97M-V functional and the def2-TZVPD basis, OMol25).

Summary:
Highest occupied orbital energy (spin up / spin down): -6.82 / -6.82 eV

```
20
Properties=species:S:1:pos:R:3:forces:R:3
C -0.298910 1.859202 0.265501 0.981 -0.919 0.042
C -1.106747 -1.738478 0.296707 -0.019 1.239 1.154
C 1.793395 0.390666 0.020877 -0.300 -0.246 -0.535
N -1.039250 1.028842 -0.649502 0.430 -1.118 -0.650
C 0.435347 0.595563 0.632943 -0.166 1.388 -0.469
N -0.629225 -1.806338 -0.952263 0.791 0.501 -0.834
C -0.008589 -0.319037 1.599575 -1.007 -1.404 -0.446
O -0.359468 0.905036 -1.982885 -0.023 0.665 0.787
H -1.019413 1.258963 -2.589912 -0.045 0.059 0.105
H 0.126969 -2.456663 -1.124667 -0.131 0.152 -0.001
H -0.558070 -0.902866 -1.469942 -0.191 -0.868 0.456
H 0.326102 2.629399 -0.197425 -0.198 0.115 0.237
H -0.978615 2.190591 1.051129 0.078 0.337 -0.128
H -1.928082 -1.035535 0.388404 0.045 -0.324 0.136
H -1.142616 -2.671970 0.850924 0.085 0.197 0.101
H 1.739490 0.440462 -1.068826 -0.013 0.120 -0.045
H 2.233001 -0.576639 0.272421 -0.141 0.040 0.135
H 2.481092 1.176662 0.346623 -0.117 0.018 0.027
H -0.800502 0.010898 2.266655 0.013 -0.107 0.033
H 0.734090 -0.978759 2.043665 -0.073 0.155 -0.106
```
Positions in Å, forces in eV/Å.

Here are the natural (NBO) charges for atoms 1 to 6, given in e: -0.32, -0.04, -0.67, -0.30, 0.17, -0.79


No. 2
# C5H12N2O

A 2-piece molecular cluster, C5H12N2O overall (the ωB97M-V functional and the def2-TZVPD basis, OMol25).

Summary:
SMILES: C/C=C/O.N/C=C/N
Highest occupied orbital energy: -8.64 eV

```
20
Properties=species:S:1:pos:R:3:forces:R:3
C -0.646531 3.481830 -0.318212 0.042 1.229 -0.655
C -0.667681 2.538892 0.862586 -1.302 0.116 -1.058
C -0.898707 1.251070 0.633063 1.514 0.022 2.010
O -0.597824 0.367078 1.718144 -0.184 0.550 -1.470
H 0.313637 4.047388 -0.252732 -0.508 -0.417 -0.368
H -0.698260 2.952411 -1.322927 0.167 0.493 1.363
H -1.425368 4.306813 -0.357754 0.608 -1.109 0.381
H -0.610546 2.901005 1.904165 0.457 -0.186 -0.762
H -1.102436 0.808070 -0.329659 0.074 -0.179 -0.084
H -1.420491 0.207243 2.149134 -0.917 -0.476 0.707
N 2.368904 -1.025286 -1.183150 -1.470 0.745 0.879
C 1.104558 -1.759049 -1.233320 -0.477 -0.239 0.506
C 0.290077 -2.060852 -0.178041 1.360 0.667 -0.258
N -0.838877 -2.938252 -0.224645 -0.681 0.258 -1.206
H 2.176421 -0.018484 -1.292032 0.376 -0.682 0.121
H 3.025862 -1.309999 -1.894752 -0.304 -0.095 -0.164
H 0.818700 -2.007992 -2.259745 -0.189 -0.669 0.421
H 0.435996 -1.634383 0.823265 0.758 -0.051 -0.499
H -1.737636 -2.469748 -0.104534 0.431 -0.057 -0.007
H -0.793774 -3.685518 0.450515 0.243 0.079 0.144
```
Positions in Å, forces in eV/Å.

Here are the natural (NBO) charges for atoms 1 to 6, given in e: -0.65, -0.23, 0.08, -0.72, 0.22, 0.21


No. 3
# C5H12N2O

A 2-piece molecular cluster, C5H12N2O overall (the ωB97M-V functional and the def2-TZVPD basis, OMol25).

Summary:
Highest occupied orbital energy: -9.08 eV

```
20
Properties=species:S:1:pos:R:3:forces:R:3
C -3.058916 0.353105 -0.629378 0.942 -4.129 -0.726
C -1.980101 0.232634 0.339589 3.518 2.762 1.084
N -0.742731 0.673332 -0.280118 -1.439 -0.824 -0.583
C 0.670108 -1.372703 0.269328 -0.446 0.716 -0.123
C 0.485818 0.142736 0.316050 -0.186 1.371 0.964
C 1.699977 0.968926 -0.138527 -0.439 -0.315 -0.031
N 2.978365 0.497312 0.376784 -0.070 0.078 -1.043
O -1.922386 0.108148 1.547180 -1.695 -1.068 -0.236
H -2.142036 -1.375867 -1.029618 -1.769 2.599 0.052
H -3.999295 -0.162268 -0.524694 -0.278 0.530 0.381
H -2.875677 1.061285 -1.424385 -0.195 -0.213 -0.230
H -0.908129 0.583051 -1.274931 1.050 -0.114 -0.144
H 1.306870 -1.671212 1.099025 -0.029 -0.207 -0.052
H 1.104123 -1.717259 -0.672594 -0.137 -0.074 -0.014
H -0.338714 -1.766924 0.417788 0.266 -0.513 -0.020
H 0.280536 0.438765 1.348741 0.438 -0.447 0.229
H 1.667083 0.919754 -1.234085 0.601 0.085 -0.005
H 1.585510 2.017739 0.129001 -0.257 0.013 0.044
H 3.051308 0.488161 1.382886 -0.228 -0.125 0.029
H 3.138283 -0.418707 -0.018040 0.354 -0.124 0.424
```
Positions in Å, forces in eV/Å.

Here are the natural (NBO) charges for atoms 1 to 6, given in e: -0.38, 0.57, -0.65, -0.63, -0.08, -0.21


No. 4
# C5H12N2O

A single C5H12N2O molecule (the ωB97M-V functional and the def2-TZVPD basis, OMol25).

Summary:
SMILES: CNCC(=O)N(C)C
Highest occupied orbital energy: -8.28 eV

```
20
Properties=species:S:1:pos:R:3:forces:R:3
C 2.541182 -1.586583 0.682517 -0.496 -0.183 -0.290
N 1.617041 -0.878576 1.570586 0.169 0.360 0.004
C 0.369950 -0.252279 1.127497 0.175 -1.379 -0.927
C 0.090676 -0.017838 -0.370366 0.208 1.055 0.234
O 0.797931 -0.381194 -1.278310 0.305 -0.226 -0.244
N -0.991873 0.838411 -0.595853 0.146 -1.039 -0.302
C -1.173342 1.303922 -1.958183 0.054 0.668 -0.222
C -2.207233 0.655203 0.173370 -0.250 0.564 0.672
H 2.522740 -1.188595 -0.323784 0.233 0.067 -0.095
H 2.247820 -2.640271 0.601769 0.182 0.039 0.106
H 3.557971 -1.518435 1.070763 -0.155 -0.083 0.150
H 2.113376 -0.244139 2.165282 0.131 0.202 0.011
H -0.436882 -0.941759 1.411201 -0.171 0.520 0.479
H 0.300010 0.737160 1.556391 -0.429 -0.006 0.517
H -0.472650 0.835691 -2.639097 0.310 0.090 0.160
H -2.150230 1.073068 -2.347703 -0.597 -0.264 0.066
H -1.087386 2.400319 -2.005168 0.172 -0.275 -0.012
H -2.157568 -0.204763 0.830133 0.109 -0.103 0.030
H -3.056881 0.488334 -0.484759 -0.042 0.080 -0.133
H -2.424653 1.522333 0.813719 -0.054 -0.089 -0.205
```
Positions in Å, forces in eV/Å.

Here are the natural (NBO) charges for atoms 1 to 6, given in e: -0.42, -0.64, -0.31, 0.69, -0.61, -0.46


No. 5
# C5H12N2O

An isolated ion of composition C5H12N2O and charge +1 (the ωB97M-V functional and the def2-TZVPD basis, OMol25).

Summary:
Multiplicity: 2
Expectation value of S²: 0.754
Highest occupied orbital energy (spin up / spin down): -13.83 / -13.80 eV
Total charge: +1

```
20
Properties=species:S:1:pos:R:3:forces:R:3
C -2.146224 -0.944606 0.805135 -0.688 0.005 -0.283
N -0.752459 -1.101241 0.374977 -0.202 1.497 3.070
C -0.031014 -2.092463 1.125598 1.304 -0.166 -0.826
C -0.080986 0.161532 0.176531 -0.396 0.724 -1.936
C 1.192454 0.048234 -0.667225 1.034 -0.102 -0.059
N 1.628876 1.149825 -1.303905 -0.845 -0.333 0.093
C 0.994678 2.451138 -1.412381 0.343 0.334 1.376
O 1.830344 -0.989094 -0.687803 -0.250 -0.073 -0.023
H -2.242202 -1.323182 1.822520 0.055 -0.194 -0.103
H -2.836346 -1.485007 0.165715 0.030 -0.385 -0.189
H -2.496087 0.090028 0.806566 0.461 -0.020 -0.222
H 0.104819 -1.792466 2.168421 -0.580 0.289 0.206
H 1.002411 -2.072296 0.770657 -0.129 -0.490 -0.328
H -0.506097 -3.052232 1.053079 -0.238 -0.395 0.067
H -0.788513 0.816719 -0.329469 -0.109 -0.160 -0.161
H 0.151271 0.746303 1.068085 0.105 -0.642 0.680
H 2.475628 0.969283 -1.818849 0.157 0.132 -0.082
H 0.020990 2.476270 -0.931096 -0.325 -0.344 -0.534
H 0.957144 2.794431 -2.433540 -0.089 0.119 -0.175
H 1.521314 3.148825 -0.753016 0.362 0.204 -0.572
```
Positions in Å, forces in eV/Å.

Here are the natural (NBO) charges for atoms 1 to 6, given in e: -0.47, 0.06, -0.49, -0.38, 0.66, -0.57


Energy relative to the best compared isomer or geometry (same formula, charge and spin): 6.5596, 3.6573, 5.1503, 2.0326, 0.5808 (eV)